[1]
45
Properties=species:S:1:pos:R:3 method="wB97M-V/def2-TZVPD" gap_ev=9.18 e_homo_ev=-8.61 fmax_ha_per_bohr=0.01445 relative_energy_kcal_mol=1.9 lumo_ha=0.02095 e_tot_ha=-1539.0777 smiles="O=C(COC(=O)Cc1c(F)cccc1Cl)NCCC1=CCCCC1"
O -0.938 -2.422 1.477
C -0.903 -1.227 1.292
C -0.571 -0.268 2.444
O -0.805 1.094 2.111
C 0.219 1.954 2.188
O 1.331 1.667 2.529
C -0.243 3.352 1.800
C -1.262 3.300 0.702
C -2.592 3.647 0.914
F -2.957 4.085 2.133
C -3.554 3.566 -0.076
C -3.185 3.117 -1.331
C -1.873 2.760 -1.587
C -0.929 2.853 -0.576
Cl 0.711 2.392 -0.896
N -1.152 -0.622 0.120
C -1.371 -1.345 -1.109
C -0.152 -1.264 -2.041
C 1.054 -1.908 -1.402
C 1.186 -3.227 -1.372
C 2.296 -3.947 -0.673
C 3.007 -3.026 0.312
C 3.339 -1.709 -0.379
C 2.050 -0.986 -0.757
H 0.480 -0.406 2.725
H -1.199 -0.527 3.301
H 0.636 3.927 1.502
H -0.675 3.813 2.691
H -4.569 3.850 0.149
H -3.923 3.045 -2.114
H -1.577 2.411 -2.563
H -1.068 0.381 0.059
H -2.256 -0.936 -1.607
H -1.555 -2.385 -0.833
H 0.055 -0.217 -2.271
H -0.405 -1.777 -2.970
H 0.454 -3.852 -1.866
H 3.008 -4.323 -1.417
H 1.886 -4.814 -0.151
H 3.915 -3.502 0.686
H 2.347 -2.833 1.160
H 3.921 -1.914 -1.280
H 3.940 -1.073 0.274
H 1.604 -0.546 0.141
H 2.275 -0.161 -1.441



[2]
34
Properties=species:S:1:pos:R:3 method="wB97M-V/def2-TZVPD" gap_ev=3.22 e_homo_ev=-16.59 charge=+2 fmax_ha_per_bohr=0.11477 relative_energy_kcal_mol=83.7 lumo_ha=-0.49135 e_tot_ha=-1157.7365
Al 0.145 2.061 1.654
C -0.835 -0.913 -1.127
O -1.927 -1.390 -0.405
O -0.195 -0.053 -0.395
C -0.028 -2.133 -1.746
F 0.715 -2.768 -0.808
F -0.829 -3.028 -2.266
F 0.902 -1.772 -2.631
C -3.123 -1.732 -1.138
C -4.073 -2.508 -0.271
H -3.679 -3.458 0.087
H -4.472 -1.900 0.539
H -4.882 -2.772 -0.956
H -2.992 -2.324 -2.051
H -3.642 -0.804 -1.410
H -1.213 -0.413 -2.051
C 0.463 4.394 -2.617
C 1.614 3.737 -1.850
O 1.323 3.690 -0.430
H 0.914 4.727 -3.557
H 0.061 5.330 -2.227
H -0.392 3.746 -2.802
H 2.560 4.283 -1.907
H 1.951 2.778 -2.253
H 1.869 4.413 -0.105
C 2.361 -1.798 4.279
C 2.453 -0.616 3.277
O 1.185 -0.481 2.639
H 2.966 -1.699 5.178
H 2.709 -2.691 3.757
H 1.322 -1.963 4.566
H 3.269 -0.842 2.589
H 2.696 0.263 3.874
H 0.805 -1.365 2.566



[3]
17
Properties=species:S:1:pos:R:3 method="wB97M-V/def2-TZVPD" gap_ev=9.09 e_homo_ev=-8.67 fmax_ha_per_bohr=0.11169 relative_energy_kcal_mol=186.8 lumo_ha=0.01539 e_tot_ha=-455.0608
C 2.301 0.196 0.074
C 1.053 0.998 -0.033
C -0.140 0.370 -0.255
C -1.562 0.993 -0.207
C -1.433 -1.549 -0.329
H 2.489 -1.943 -0.329
H 2.837 -0.001 -0.869
H 2.948 0.749 0.857
H 1.076 2.140 0.006
H -2.021 1.066 -1.260
H -1.763 2.230 -0.032
H -1.674 0.453 1.820
H -1.633 -2.577 -0.709
N -2.457 0.240 0.643
N -2.468 -1.175 0.327
O 2.596 -1.179 0.483
O -0.151 -1.012 -0.188



[4]
27
Properties=species:S:1:pos:R:3 method="wB97M-V/def2-TZVPD" gap_ev=7.52 e_homo_ev=-8.32 fmax_ha_per_bohr=0.05749 lumo_ha=-0.02950 e_tot_ha=-1919.9662
C -0.800 2.675 2.969
C -1.351 1.449 2.277
O -1.977 0.668 2.885
N -1.122 1.396 0.847
C -2.327 1.932 0.147
S -0.608 -0.050 0.176
C -0.905 -1.524 1.182
P 1.599 0.153 0.301
N 2.074 -1.378 -0.154
O 1.933 1.147 -0.962
H -1.490 3.501 2.814
H -0.776 2.509 4.035
H 0.189 2.935 2.612
H -3.108 1.180 0.128
H -2.696 2.806 0.668
H -2.063 2.216 -0.862
H -0.062 -2.171 0.936
H -1.797 -2.009 0.810
H -0.877 -1.352 2.247
H 3.093 -1.398 -0.130
H 1.820 -1.550 -1.135
H 1.167 1.682 -1.222
O 1.674 -4.360 -3.985
Cl 2.021 -2.971 -4.128
O 1.289 -2.383 -5.217
O 3.438 -2.830 -4.344
O 1.666 -2.271 -2.896